# 1
{
  "formula": "C29H32NO2S",
  "method": "the ωB97M-V functional and the def2-TZVPD basis",
  "species": ["C", "O", "C", "C", "C", "C", "C", "C", "S", "C", "C", "O", "C", "C", "H", "H", "H", "H", "H", "H", "H", "H", "H", "H", "H", "H", "H", "H", "C", "C", "N", "C", "C", "C", "C", "C", "C", "C", "C", "C", "C", "C", "C", "C", "C", "C", "C", "H", "H", "H", "H", "H", "H", "H", "H", "H", "H", "H", "H", "H", "H", "H", "H", "H", "H"],
  "xyz": [[2.749, 7.157, 2.931], [3.248, 5.860, 3.146], [2.299, 4.855, 3.025], [2.723, 3.532, 3.195], [1.840, 2.493, 3.073], [0.499, 2.717, 2.782], [-0.389, 1.543, 2.645], [-1.766, 1.727, 2.515], [-2.860, 0.321, 2.392], [-4.135, 0.978, 3.499], [-3.706, 0.862, 0.883], [0.109, 0.404, 2.656], [0.068, 4.036, 2.620], [0.947, 5.081, 2.740], [3.581, 7.858, 3.025], [2.325, 7.228, 1.927], [1.989, 7.389, 3.680], [3.758, 3.355, 3.422], [2.173, 1.478, 3.203], [-2.199, 2.708, 2.497], [-5.026, 0.359, 3.446], [-3.761, 0.980, 4.520], [-4.399, 1.996, 3.222], [-4.588, 0.248, 0.716], [-4.015, 1.901, 0.966], [-3.033, 0.761, 0.035], [-0.962, 4.240, 2.390], [0.591, 6.087, 2.611], [-2.691, -3.736, 0.008], [-2.063, -3.339, -1.273], [-2.705, -3.354, -2.485], [-4.098, -3.746, -2.712], [-1.829, -2.885, -3.482], [-0.609, -2.568, -2.860], [0.415, -1.977, -3.607], [0.231, -1.757, -4.951], [-0.967, -2.112, -5.575], [-2.002, -2.663, -4.853], [-0.738, -2.878, -1.451], [0.200, -2.625, -0.427], [1.579, -2.250, -0.597], [2.437, -2.869, -1.531], [3.728, -2.427, -1.701], [4.223, -1.350, -0.968], [5.590, -0.818, -1.232], [3.400, -0.766, -0.008], [2.119, -1.216, 0.195], [-1.991, -3.641, 0.840], [-3.561, -3.111, 0.224], [-3.029, -4.774, -0.031], [-4.371, -3.628, -3.759], [-4.243, -4.787, -2.430], [-4.765, -3.132, -2.110], [1.330, -1.681, -3.133], [1.017, -1.299, -5.531], [-1.085, -1.941, -6.635], [-2.933, -2.916, -5.329], [-0.187, -2.578, 0.579], [2.067, -3.698, -2.111], [4.372, -2.912, -2.415], [5.849, -0.018, -0.536], [6.340, -1.604, -1.136], [5.660, -0.411, -2.242], [3.765, 0.070, 0.564], [1.489, -0.756, 0.939]],
  "e_above_lowest_kj_mol": 0.00,
  "e_lumo_ev": -4.6,
  "orbital_gap_ha": 0.18276,
  "charge": 1
}

***

# 2
{
  "formula": "C29H30FN5SiTi",
  "method": "the ωB97M-V functional and the def2-TZVPD basis",
  "species": ["Ti", "C", "Si", "C", "N", "C", "C", "C", "C", "C", "C", "C", "C", "C", "C", "C", "C", "C", "C", "C", "C", "C", "H", "H", "H", "H", "H", "H", "H", "H", "H", "H", "H", "H", "H", "H", "H", "H", "H", "H", "H", "H", "H", "H", "H", "H", "N", "C", "N", "C", "N", "C", "N", "F", "C", "C", "C", "C", "C", "C", "C", "H", "H", "H", "H", "H", "H"],
  "xyz": [[0.059, -0.410, 0.364], [-1.154, 0.998, -0.668], [-2.669, 0.770, 0.395], [-2.574, -1.088, 0.971], [-1.273, -1.508, 1.606], [-1.275, -1.135, 3.061], [-0.197, -1.891, 3.816], [-0.588, -3.376, 3.910], [-1.390, -3.791, 2.663], [-0.955, -2.976, 1.458], [-4.410, 0.814, -0.287], [-5.339, 1.750, 0.175], [-6.655, 1.729, -0.273], [-7.062, 0.773, -1.194], [-6.149, -0.157, -1.675], [-4.836, -0.132, -1.228], [-2.646, 1.923, 1.870], [-3.331, 1.613, 3.049], [-3.315, 2.472, 4.140], [-2.614, 3.671, 4.068], [-1.945, 4.009, 2.900], [-1.960, 3.140, 1.814], [-0.743, 2.007, -0.615], [-1.333, 0.748, -1.710], [-2.706, -1.674, 0.062], [-3.411, -1.335, 1.631], [-2.253, -1.393, 3.475], [-1.167, -0.066, 3.150], [-0.081, -1.451, 4.807], [0.760, -1.765, 3.305], [-1.191, -3.537, 4.805], [0.305, -3.996, 4.011], [-2.462, -3.655, 2.824], [-1.242, -4.846, 2.434], [-1.410, -3.333, 0.545], [0.124, -3.082, 1.337], [-5.034, 2.502, 0.896], [-7.361, 2.462, 0.098], [-8.089, 0.755, -1.540], [-6.460, -0.896, -2.403], [-4.131, -0.856, -1.632], [-3.894, 0.685, 3.119], [-3.840, 2.205, 5.049], [-2.584, 4.335, 4.924], [-1.398, 4.942, 2.840], [-1.411, 3.409, 0.916], [-0.714, -2.452, -2.028], [-0.393, -1.695, -1.213], [0.645, 2.847, 5.915], [0.836, 2.653, 4.790], [1.097, 2.480, 3.507], [0.830, 1.657, 2.633], [0.614, 0.895, 1.743], [3.985, 2.607, -3.694], [3.523, 1.735, -2.780], [3.056, 0.508, -3.203], [2.580, -0.384, -2.255], [2.573, -0.066, -0.894], [2.050, -1.035, 0.117], [3.051, 1.191, -0.516], [3.531, 2.096, -1.451], [3.068, 0.260, -4.256], [2.197, -1.345, -2.575], [2.543, -0.926, 1.079], [2.126, -2.060, -0.228], [3.056, 1.462, 0.532], [3.911, 3.067, -1.157]],
  "e_above_lowest_kj_mol": 24.26,
  "e_lumo_ev": -1.0,
  "orbital_gap_ha": 0.27630
}

***

# 3
{
  "formula": "C21H15NO7Pt",
  "method": "the ωB97M-V functional and the def2-TZVPD basis",
  "species": ["Pt", "O", "C", "O", "C", "C", "C", "C", "C", "N", "C", "O", "O", "H", "H", "H", "H", "O", "C", "C", "O", "O", "C", "C", "C", "C", "C", "C", "C", "C", "C", "C", "C", "C", "H", "H", "H", "H", "H", "H", "H", "H", "H", "H", "H"],
  "xyz": [[-0.776, -1.440, -1.693], [-4.265, 0.198, -3.051], [-3.243, -0.492, -2.598], [-2.079, -0.116, -2.729], [-3.563, -1.770, -1.899], [-4.793, -2.291, -1.563], [-4.815, -3.450, -0.784], [-3.631, -4.028, -0.350], [-2.427, -3.453, -0.730], [-2.437, -2.382, -1.510], [-1.021, -3.835, -0.261], [-0.860, -4.860, 0.352], [-0.098, -2.953, -0.563], [-3.929, 1.008, -3.471], [-5.699, -1.797, -1.883], [-5.762, -3.883, -0.493], [-3.617, -4.899, 0.290], [0.097, -0.018, 0.523], [1.260, 0.707, 0.159], [1.640, 0.391, -1.341], [2.598, 0.949, -1.834], [0.920, -0.461, -1.994], [2.459, 0.293, 1.032], [2.324, -0.669, 2.030], [3.396, -1.044, 2.832], [4.634, -0.455, 2.659], [4.786, 0.503, 1.666], [3.719, 0.868, 0.864], [0.899, 2.193, 0.269], [1.748, 3.219, -0.142], [1.380, 4.547, 0.013], [0.155, 4.887, 0.566], [-0.705, 3.875, 0.960], [-0.334, 2.545, 0.814], [0.369, -0.861, 0.895], [1.380, -1.155, 2.244], [3.249, -1.798, 3.593], [5.469, -0.734, 3.288], [5.750, 0.969, 1.504], [3.885, 1.574, 0.069], [2.678, 2.991, -0.635], [2.062, 5.323, -0.313], [-0.125, 5.925, 0.686], [-1.669, 4.115, 1.390], [-1.009, 1.767, 1.138]],
  "e_lumo_ev": -1.8,
  "orbital_gap_ha": 0.24353
}